A gas-phase ion, C11H21BBrO7P2 (charge -1). Source: the OMol25 dataset; level of theory: ωB97M-V/def2-TZVPD.

```
! RIJCOSX wB97M-V def2-TZVPD def2/J DEFGRID3
* xyz -1 1
C 1.887 -3.405 -0.104
C 3.225 -3.420 -0.441
C 4.144 -2.239 -0.400
O 4.794 -2.004 0.551
O 4.239 -1.430 -1.478
C 3.231 -0.391 -1.527
C 3.386 0.714 -0.487
C 2.669 0.462 0.861
C 1.186 0.960 0.900
C 0.152 -0.150 1.179
C -0.397 -0.846 -0.087
B -1.433 0.023 -1.027
O -1.255 1.477 -1.142
C -2.050 2.037 -0.133
C -3.292 1.058 -0.033
P -4.890 1.840 -0.659
O -4.519 2.942 -1.862
O -5.479 2.790 0.595
P -3.716 0.399 1.692
O -2.806 -0.940 1.912
Br -5.840 -0.421 1.562
O -2.901 -0.099 -0.729
H 1.131 -3.507 -0.891
H 1.492 -3.357 0.909
H 3.679 -4.373 -0.737
H 3.344 0.066 -2.512
H 2.225 -0.822 -1.526
H 4.429 0.970 -0.288
H 2.935 1.614 -0.919
H 2.672 -0.581 1.184
H 3.234 1.011 1.622
H 0.977 1.545 0.002
H 1.130 1.655 1.749
H 0.662 -0.918 1.783
H -0.646 0.256 1.801
H -0.972 -1.718 0.269
H 0.390 -1.261 -0.724
H -1.282 -0.457 -2.152
H -2.235 3.085 -0.416
H -1.472 2.119 0.808
H -4.243 3.768 -1.431
H -4.717 3.147 1.082
H -3.066 -1.599 1.242
*
```

Calculated values
Orbital gap = 6.3 eV
Energy = -4240.0161 Ha
LUMO energy = 1.8164 eV


A single C4H5N3O molecule. Source: the OMol25 dataset; level of theory: ωB97M-V/def2-TZVPD.

```
! RIJCOSX wB97M-V def2-TZVPD def2/J DEFGRID3
* xyz 0 1
C 2.172 0.260 -0.118
C -0.370 0.257 0.022
C -1.563 1.064 -0.118
C -1.906 -1.157 -0.075
H 1.750 -1.762 0.293
H 2.873 1.200 -0.369
H 0.679 1.716 -0.041
H -1.699 2.179 0.017
H -2.212 -2.273 0.029
N 2.530 -1.073 -0.295
N 0.878 0.784 0.486
N -2.557 -0.057 -0.237
O -0.576 -1.137 0.406
*
```

Calculated values
Orbital gap = 9.2 eV
Energy = -394.7636 Ha
LUMO energy = 0.3922 eV
Relative energy (zero: lowest compared OMol25 entry of this formula, charge and spin) = 535.6 kJ/mol


11 unconnected molecules or ions with the total composition C32H82BN14O18. Source: the OMol25 dataset; level of theory: ωB97M-V/def2-TZVPD.

```
! RIJCOSX wB97M-V def2-TZVPD def2/J DEFGRID3
* xyz -1 1
O -17.119 14.510 -18.522
C -17.068 15.603 -19.116
O -17.877 16.600 -19.113
B -17.330 17.814 -19.827
O -16.018 17.328 -20.324
C -15.881 16.099 -19.947
O -14.874 15.541 -20.294
O -17.081 19.081 -19.139
C -17.599 20.184 -19.701
O -17.708 21.344 -19.330
C -18.402 19.542 -20.911
O -18.254 18.193 -20.918
O -19.103 20.159 -21.730
C -15.734 13.151 -15.045
C -15.371 14.673 -15.051
C -13.973 14.765 -14.297
O -13.955 14.264 -12.975
C -12.699 14.315 -12.274
N -15.074 15.220 -16.390
H -15.185 12.506 -15.731
H -16.813 13.100 -15.194
H -15.611 12.712 -14.055
H -16.150 15.144 -14.452
H -13.740 15.830 -14.295
H -13.178 14.292 -14.873
H -11.758 13.868 -12.594
H -13.063 13.754 -11.413
H -12.572 15.376 -12.062
H -15.813 14.814 -16.946
H -15.140 16.228 -16.423
C -23.088 24.261 -19.239
C -22.290 22.984 -19.701
C -20.831 23.223 -19.924
O -20.659 23.871 -21.186
C -19.359 23.863 -21.868
N -22.566 22.114 -18.612
H -22.514 24.995 -19.805
H -23.081 24.587 -18.199
H -24.027 24.432 -19.766
H -22.672 22.571 -20.635
H -20.123 22.395 -19.905
H -20.458 23.820 -19.092
H -18.916 22.953 -22.271
H -18.587 24.389 -21.307
H -19.369 24.458 -22.781
H -21.739 21.656 -18.257
H -22.686 22.656 -17.768
C -13.631 12.464 -20.004
C -14.325 12.046 -21.268
C -15.778 12.251 -21.433
O -16.069 11.567 -22.658
C -17.420 11.762 -22.979
N -13.805 12.877 -22.288
H -14.262 12.075 -19.205
H -13.826 13.523 -19.832
H -12.571 12.211 -20.022
H -14.106 11.001 -21.492
H -16.083 13.298 -21.414
H -16.293 11.717 -20.635
H -18.026 10.869 -22.825
H -17.667 11.793 -24.040
H -17.967 12.564 -22.485
H -14.173 13.818 -22.290
H -14.328 12.592 -23.103
C -20.147 6.837 -20.131
C -19.351 8.176 -20.337
C -18.949 8.806 -18.991
O -18.220 9.965 -19.276
C -17.870 10.722 -18.170
N -18.256 7.868 -21.205
H -19.585 6.060 -19.614
H -20.606 6.408 -21.022
H -20.976 7.191 -19.517
H -20.095 8.790 -20.845
H -18.231 8.104 -18.565
H -19.768 9.046 -18.313
H -18.754 10.892 -17.555
H -17.280 11.588 -18.467
H -17.135 10.183 -17.572
H -18.616 7.846 -22.148
H -17.664 8.686 -21.175
C -21.213 11.849 -19.118
C -21.098 13.311 -18.656
C -22.436 14.009 -18.457
O -22.116 15.400 -18.440
C -21.832 15.936 -19.779
N -20.274 13.285 -17.412
H -20.312 11.421 -19.556
H -21.996 11.677 -19.857
H -21.528 11.300 -18.230
H -20.400 13.687 -19.404
H -22.880 13.692 -17.513
H -23.150 13.760 -19.242
H -22.129 15.252 -20.574
H -20.757 16.072 -19.891
H -22.259 16.933 -19.895
H -19.337 13.133 -17.757
H -20.171 14.201 -16.999
C -21.350 18.115 -17.061
C -20.597 19.238 -16.493
C -19.192 18.847 -16.087
O -18.694 19.896 -15.330
C -17.241 19.971 -15.296
N -20.465 20.389 -17.425
H -21.474 17.334 -16.311
H -20.823 17.563 -17.839
H -22.362 18.415 -17.333
H -21.029 19.477 -15.521
H -18.615 18.787 -17.009
H -19.075 18.075 -15.327
H -17.133 20.764 -14.557
H -16.702 20.153 -16.226
H -16.674 19.107 -14.947
H -19.626 20.919 -17.237
H -20.400 20.073 -18.382
C -14.778 16.063 -23.685
O -15.426 15.065 -23.582
N -14.542 16.568 -24.802
N -14.274 16.941 -22.815
H -14.138 17.488 -24.693
H -15.043 16.307 -25.639
H -14.506 16.732 -21.854
H -13.716 17.754 -23.036
C -22.158 18.798 -21.820
O -23.224 18.224 -21.600
N -21.132 18.190 -22.370
N -21.914 20.099 -21.661
H -20.295 18.754 -22.410
H -21.173 17.264 -22.771
H -22.639 20.695 -21.286
H -21.063 20.563 -21.947
C -19.371 15.470 -23.675
O -20.466 15.690 -23.464
N -18.896 14.807 -24.657
N -18.412 15.767 -22.833
H -19.528 14.525 -25.393
H -17.927 14.587 -24.839
H -17.488 15.635 -23.218
H -18.644 16.303 -22.008
C -18.393 18.961 -25.273
O -17.284 18.520 -25.184
N -18.814 20.076 -24.721
N -19.234 18.570 -26.199
H -18.290 20.528 -23.985
H -19.785 20.316 -24.863
H -19.064 17.757 -26.773
H -20.140 18.984 -26.030
*
```

Calculated values
Orbital gap = 7.9 eV
Energy = -3414.3690 Ha
LUMO energy = 1.6242 eV
Relative energy (zero: lowest compared OMol25 entry of this formula, charge and spin) = 709.9 kJ/mol